No. 1
Here is an isolated ion of composition C8H14NO2 and charge +1 from the Open Molecules 2025 dataset. Energies are from ωB97M-V with the def2-TZVPD basis set.

```
! wB97M-V def2-TZVPD RIJCOSX def2/J DEFGRID3
* xyz 1 1
C 2.15 0.41 -2.14
C 0.96 0.02 -1.71
C 0.43 0.35 -0.37
N -0.02 -0.84 0.37
C -0.63 -0.64 1.72
C 0.08 -1.90 2.23
C 0.94 -1.82 0.96
C -1.19 1.21 -0.50
O -2.11 0.28 -0.86
C -1.14 2.63 -0.79
O -1.39 2.11 0.51
H 2.51 0.15 -3.12
H 2.81 1.00 -1.52
H 0.31 -0.57 -2.34
H 1.07 0.98 0.24
H -0.70 -1.31 -0.24
H -1.72 -0.63 1.73
H -0.27 0.29 2.17
H 0.61 -1.81 3.17
H -0.57 -2.77 2.26
H 1.91 -1.35 1.12
H 1.07 -2.72 0.37
H -2.96 0.69 -1.06
H -0.18 3.12 -0.92
H -1.99 3.13 -1.26
*
```

Results
LUMO energy: -2.7 eV
Orbital gap: 10.92 eV
SMILES: C=C[C@H]([NH+]1CCC1)[C@]1(O)CO1
HOMO energy: -13.58 eV

---

No. 2
Here is a 2-piece molecular cluster, C8H14NO3S overall from the Open Molecules 2025 dataset. Energies are from ωB97M-V with the def2-TZVPD basis set.

```
! wB97M-V def2-TZVPD RIJCOSX def2/J DEFGRID3
* xyz -1 1
C 1.62 -1.04 1.26
C 2.33 -0.23 0.17
S 2.12 1.58 0.23
C 0.58 2.03 1.10
C -0.71 1.25 0.71
C -0.80 0.50 -0.60
C -1.67 -0.71 -0.19
C -1.74 -0.72 1.30
N -1.24 0.40 1.77
H 2.27 -1.80 1.69
H 0.79 -1.57 0.79
H 1.24 -0.42 2.07
H 3.40 -0.42 0.26
H 2.04 -0.55 -0.83
H 0.70 2.05 2.19
H 0.40 3.06 0.81
H -1.46 2.06 0.66
H 0.12 0.25 -1.14
H -1.37 1.05 -1.35
H -2.70 -0.70 -0.58
H -1.31 -1.70 -0.49
H -2.14 -1.52 1.90
H -1.14 0.71 2.72
C -0.34 -0.87 -3.66
O -1.03 -0.02 -4.29
O -0.73 -2.09 -3.45
O 0.78 -0.58 -3.06
*
```

Results
LUMO energy: 1.7 eV
Orbital gap: 2.78 eV
HOMO energy: -1.11 eV

---

No. 3
Here is a 2-piece molecular cluster, C8H14NO4 overall from the Open Molecules 2025 dataset. Energies are from ωB97M-V with the def2-TZVPD basis set.

```
! wB97M-V def2-TZVPD RIJCOSX def2/J DEFGRID3
* xyz 1 3
C 2.34 0.58 -0.69
C -2.18 -0.61 -0.17
C 4.10 -0.96 -0.78
C 3.90 0.27 1.30
C -3.24 1.44 0.84
C -4.52 -0.21 -0.70
C 3.01 -0.30 0.08
C -3.20 0.41 -0.32
N 0.30 -0.42 -0.08
O 1.91 1.45 -1.31
O -2.36 -1.78 -0.02
O 0.43 -1.43 0.55
O -0.85 -0.03 -0.54
H 5.02 -0.47 -1.00
H 3.63 -1.21 -1.87
H 4.51 -1.86 -0.44
H 4.48 -0.47 1.74
H 4.43 1.15 0.86
H 3.28 0.71 2.20
H -4.01 0.99 1.42
H -3.71 2.35 0.57
H -2.16 1.58 1.27
H -4.65 -0.99 0.05
H -5.40 0.41 -0.69
H -4.57 -0.57 -1.64
H 2.44 -1.17 0.44
H -2.95 1.13 -1.05
*
```

Results
LUMO energy (spin up / spin down): -4.8 / -6.8 eV
Orbital gap (spin up / spin down): 7.15 / 7.54 eV
HOMO energy (spin up / spin down): -11.98 / -14.33 eV

---

No. 4
Here is a 2-piece molecular cluster, C8H14NO5S overall from the Open Molecules 2025 dataset. Energies are from ωB97M-V with the def2-TZVPD basis set.

```
! wB97M-V def2-TZVPD RIJCOSX def2/J DEFGRID3
* xyz -1 1
C -1.20 1.70 2.60
C 1.19 -0.61 -2.22
C 1.21 -1.76 -1.22
C -0.24 -0.20 -2.47
C 0.60 -1.31 0.14
C -0.81 0.27 -1.16
C -0.77 -0.70 0.05
C -2.75 1.57 2.62
N 1.73 1.32 1.27
O 0.96 3.28 0.05
O -0.44 1.36 3.48
O 1.11 3.51 2.44
O -0.86 2.23 1.50
O -1.62 -0.89 0.83
S 0.92 2.64 1.32
H 1.63 0.29 -1.70
H 1.70 -0.88 -3.19
H 0.73 -2.67 -1.47
H 2.22 -2.11 -1.01
H -0.35 0.63 -3.21
H -0.78 -1.15 -2.94
H 0.64 -2.26 0.73
H 1.22 -0.45 0.44
H -0.26 1.08 -0.86
H -1.81 0.70 -1.36
H -2.93 0.76 1.93
H -3.02 2.62 2.36
H -3.06 1.30 3.68
H 1.65 0.95 2.28
*
```

Results
LUMO energy: 3.3 eV
Orbital gap: 8.74 eV
HOMO energy: -5.39 eV

---

No. 5
Here is an isolated ion of composition C8H14NOSe and charge +1 from the Open Molecules 2025 dataset. Energies are from ωB97M-V with the def2-TZVPD basis set.

```
! wB97M-V def2-TZVPD RIJCOSX def2/J DEFGRID3
* xyz 1 1
C 2.25 -0.16 -0.03
N 0.86 -0.67 -0.07
C 0.08 -0.41 1.23
C -1.22 -1.14 1.31
Se -2.49 -0.52 0.02
C -1.29 -1.18 -1.38
C 0.02 -0.12 -1.24
C -0.46 1.28 -1.18
C -0.77 1.82 0.20
O -1.43 2.78 0.49
C 0.01 1.10 1.37
H 2.89 -0.58 0.82
H 2.64 -0.64 -0.93
H 2.50 0.90 -0.12
H 1.06 -1.76 -0.16
H 0.58 -0.86 2.07
H -1.07 -2.15 1.07
H -1.61 -0.78 2.27
H -1.81 -0.82 -2.31
H -1.12 -2.18 -1.24
H 0.55 -0.24 -2.19
H -1.19 1.53 -1.94
H 0.28 1.90 -1.72
H 1.10 1.45 1.30
H -0.35 1.45 2.36
*
```

Results
LUMO energy: -3.4 eV
Orbital gap: 8.92 eV
SMILES: C[N@H+]1[C@@H]2C[Se]C[C@H]1CC(=O)C2
HOMO energy: -12.36 eV

---

No. 6
Here is C8H14NP as an isolated structure from the Open Molecules 2025 dataset. Energies are from ωB97M-V with the def2-TZVPD basis set.

```
! wB97M-V def2-TZVPD RIJCOSX def2/J DEFGRID3
* xyz 0 1
C 2.79 -0.07 -0.50
C 0.33 1.15 0.56
C -1.99 1.08 -0.59
C -2.08 -0.54 -0.65
C -1.09 1.51 0.56
C -0.73 -1.13 -0.99
C 0.35 -1.83 1.60
C 3.40 1.04 -0.66
N 2.02 -0.97 -0.36
P 0.49 -0.48 0.28
H 1.12 1.92 0.63
H -1.45 1.35 -1.50
H -3.02 1.56 -0.56
H -2.17 -0.98 0.27
H -2.83 -0.68 -1.41
H -0.89 2.64 0.44
H -1.76 1.21 1.36
H -0.83 -2.16 -1.02
H -0.36 -0.85 -2.00
H 0.61 -1.54 2.65
H -0.66 -2.22 1.74
H 1.02 -2.75 1.37
H 3.84 1.28 0.28
H 3.89 1.46 -1.50
*
```

Results
LUMO energy: 0.9 eV
Orbital gap: 7.92 eV
HOMO energy: -7.01 eV

---

No. 7
Here is a 2-piece molecular cluster, C8H14O2Si overall from the Open Molecules 2025 dataset. Energies are from ωB97M-V with the def2-TZVPD basis set.

```
! wB97M-V def2-TZVPD RIJCOSX def2/J DEFGRID3
* xyz 0 1
C 0.76 0.35 0.89
C 2.14 0.44 0.97
C 2.80 0.75 -0.35
C 2.46 -0.65 -1.01
C 2.07 -1.59 0.20
C 0.66 -1.15 0.65
C 2.73 -0.88 1.42
H 0.01 1.08 0.56
H 2.41 1.66 -0.95
H 3.84 0.97 -0.20
H 1.53 -0.67 -1.63
H 3.28 -1.16 -1.46
H 2.18 -2.58 -0.05
H 0.29 -1.84 1.42
H -0.04 -1.39 -0.13
H 3.80 -0.75 1.54
H 2.26 -1.30 2.33
C -5.42 0.88 0.39
Si -3.69 0.00 0.43
O -2.50 -0.01 -0.46
O -3.84 -0.85 1.77
H -5.82 1.19 1.36
H -5.42 1.72 -0.40
H -6.17 0.23 0.01
H -3.40 -1.57 2.25
*
```

Results
LUMO energy: 0.1 eV
Orbital gap: 7.57 eV
SMILES: C1=C2CC[C@H](C1)C2.C[Si](=O)O
HOMO energy: -7.45 eV

---

No. 8
Here is C8H14OPTi as an isolated structure from the Open Molecules 2025 dataset. Energies are from ωB97M-V with the def2-TZVPD basis set.

```
! wB97M-V def2-TZVPD RIJCOSX def2/J DEFGRID3
* xyz -1 3
C -2.32 -0.92 0.38
C -2.45 -1.44 -0.96
C -2.57 -0.37 -1.88
C -2.58 0.88 -1.12
C -2.42 0.55 0.27
Ti -0.66 -0.03 -0.84
P 0.83 -2.01 -1.05
H -2.23 -1.53 1.27
H -2.65 -2.45 -1.23
H -2.53 -0.39 -2.99
H -2.39 1.30 1.05
H -2.85 1.83 -1.58
H 2.06 -1.78 -1.77
H 0.39 -3.15 -1.74
H 1.31 -2.55 0.20
C 1.42 1.36 2.30
C 1.69 1.07 0.88
C 3.06 1.13 0.28
O 0.70 0.80 0.15
H 2.28 1.73 2.86
H 1.05 0.46 2.82
H 0.61 2.11 2.38
H 3.37 0.14 -0.10
H 3.07 1.83 -0.57
H 3.82 1.46 1.01
*
```

Results
LUMO energy (spin up / spin down): 3.4 / 3.4 eV
Orbital gap (spin up / spin down): 3.83 / 4.37 eV
HOMO energy (spin up / spin down): -0.43 / -1.00 eV

---

No. 9
Here is one molecule with the formula C8H14OS from the Open Molecules 2025 dataset. Energies are from ωB97M-V with the def2-TZVPD basis set.

```
! wB97M-V def2-TZVPD RIJCOSX def2/J DEFGRID3
* xyz 0 1
C 0.08 -0.14 -0.07
C 0.31 -1.00 1.15
C -0.02 -0.88 -1.34
C -0.02 -2.39 -0.94
C 0.79 -0.48 2.47
C 0.75 2.02 -1.05
C -1.64 1.81 -0.26
C -0.16 1.34 0.01
O -0.32 -3.42 1.46
S 0.76 -2.70 0.78
H -0.83 -0.51 -1.98
H 0.82 -0.87 -1.95
H -0.89 -2.94 -0.79
H 0.64 -2.97 -1.63
H 1.83 -0.68 2.46
H 0.23 -1.10 3.17
H 0.61 0.56 2.43
H 1.47 1.42 -1.37
H 1.12 2.87 -0.59
H 0.36 2.40 -1.98
H -1.68 2.72 -0.70
H -2.14 1.95 0.66
H -2.16 1.26 -0.96
H 0.09 1.74 1.02
*
```

Results
LUMO energy: 0.7 eV
Orbital gap: 9.34 eV
HOMO energy: -8.65 eV

---

No. 10
Here is one molecule with the formula C8H14S from the Open Molecules 2025 dataset. Energies are from ωB97M-V with the def2-TZVPD basis set.

```
! wB97M-V def2-TZVPD RIJCOSX def2/J DEFGRID3
* xyz 0 1
C 2.08 -1.23 0.37
C 1.36 -1.71 -0.63
C 1.40 -2.89 -1.64
S -0.24 -0.96 -0.99
C -0.84 -0.11 0.56
C -1.27 -1.05 1.70
C -0.67 1.20 0.63
C -0.17 2.21 -0.41
C -1.30 3.23 -0.54
H 1.58 -0.53 0.91
H 3.10 -1.54 0.60
H 1.46 -2.39 -2.53
H 2.23 -3.50 -1.36
H 0.37 -3.46 -1.43
H -1.54 -0.43 2.50
H -2.15 -1.65 1.27
H -0.39 -1.63 2.17
H -1.01 1.61 1.62
H 0.81 2.51 0.10
H 0.02 1.53 -1.21
H -0.96 4.14 -1.24
H -2.33 2.87 -0.81
H -1.54 3.78 0.33
*
```

Results
LUMO energy: 0.9 eV
Orbital gap: 9.11 eV
SMILES: C=C(C)S/C(C)=C\CC
HOMO energy: -8.19 eV

---

No. 11
Here is C8H15AlF2NO4S as an isolated structure from the Open Molecules 2025 dataset. Energies are from ωB97M-V with the def2-TZVPD basis set.

```
! wB97M-V def2-TZVPD RIJCOSX def2/J DEFGRID3
* xyz -1 1
C 2.32 -2.61 -0.52
C 2.91 -1.35 0.34
C 2.57 0.12 -0.37
C 2.57 1.22 0.84
C 1.10 1.73 1.34
C -0.10 0.62 1.23
Al -1.47 1.35 -0.12
C -3.34 0.68 0.54
O -3.55 0.75 1.88
N -4.42 0.16 -0.41
C -4.50 -1.36 -0.19
O -4.43 -2.19 -1.27
F -4.69 -1.97 1.17
S -1.11 0.76 -2.29
O -1.13 -0.79 -2.40
O -2.25 1.29 -3.23
F 0.40 1.45 -2.79
H 1.74 -3.34 0.22
H 3.18 -3.19 -1.11
H 1.54 -2.23 -1.34
H 2.48 -1.41 1.44
H 4.08 -1.52 0.43
H 1.55 0.07 -0.96
H 3.48 0.37 -1.07
H 3.26 0.86 1.75
H 3.14 2.19 0.42
H 1.21 2.01 2.49
H 0.80 2.72 0.79
H 0.24 -0.48 1.04
H -0.65 0.62 2.29
H -1.56 2.96 -0.02
H -5.37 0.52 -0.14
*
```

Results
LUMO energy: 2.5 eV
Orbital gap: 8.72 eV
HOMO energy: -6.25 eV

---

No. 12
Here is C8H15BBr3N4O2 as an isolated structure from the Open Molecules 2025 dataset. Energies are from ωB97M-V with the def2-TZVPD basis set.

```
! wB97M-V def2-TZVPD RIJCOSX def2/J DEFGRID3
* xyz 1 1
N -0.49 0.11 -1.90
C -0.13 1.53 -1.50
C -0.19 1.76 0.11
O 1.10 1.99 0.71
C -1.06 0.62 0.82
C -0.25 -0.69 1.22
C 1.12 -1.11 0.56
C 1.74 -2.43 1.16
N 1.18 -3.20 2.19
N 0.01 -2.80 2.67
C -0.80 -1.66 2.33
B -2.24 -1.39 3.08
N -3.43 -2.04 2.42
O -2.41 -0.59 4.26
H 0.37 -0.25 -2.34
H -1.23 0.20 -2.62
H 0.84 1.91 -1.98
H -0.97 2.19 -1.96
H -0.78 2.75 0.24
H 1.55 2.76 0.31
H -1.44 1.08 1.81
H -2.02 0.35 0.23
H 1.59 -0.50 -0.27
H 2.75 -2.76 0.72
H -0.39 -3.40 3.41
H -4.22 -1.38 2.36
H -3.15 -2.21 1.43
H -2.57 0.34 3.96
C 3.04 1.78 -4.79
Br 2.52 3.25 -3.63
Br 4.91 1.90 -5.30
Br 2.62 0.06 -4.00
H 2.46 1.87 -5.70
*
```

Results
LUMO energy: -4.7 eV
Orbital gap: 7.82 eV
HOMO energy: -12.52 eV

---

no.,energy (eV)
1,-14098.6740
2,-26987.4066
3,-18187.7671
4,-31086.8032
5,-77398.2069
6,-19297.6591
7,-20493.2449
8,-42971.2350
9,-21402.3231
10,-19355.3098
11,-41082.6075
12,-229389.5467